[1]
Below is a structure of composition C34H42BeN4O3P2S, with properties calculated with ωB97M-V/def2-TZVPD.

```
87
Properties=species:S:1:pos:R:3
S -1.59079 -0.70312 1.89089
P 1.30383 -1.61134 -1.55833
P -1.76745 -1.31109 -1.48703
O -1.70466 -2.06039 1.24808
O -0.49851 -0.09723 0.97889
O -2.78685 0.07597 1.99934
N 2.56036 -0.39960 -1.66290
N -1.97953 0.26637 -2.40882
N 2.41978 -2.93192 -2.35407
N -3.50514 -1.69768 -1.80722
C -1.87909 1.71579 -4.16309
C -0.42599 -2.31289 5.40723
C 0.77328 5.55744 1.49020
C 0.39327 -1.35851 -3.11019
C 0.03296 3.89336 3.29611
C -3.90631 -2.97537 -2.23117
C -1.08221 3.17237 1.13660
C -1.74639 2.46654 -2.95206
C -0.80834 -0.93726 3.45866
C 1.17082 4.64553 2.68150
C 0.95323 -2.40983 0.81752
C 3.87842 1.31138 -2.36335
C 0.25987 -1.29731 7.59858
C 4.51906 0.68084 -1.25073
C -0.01702 -1.18757 6.12905
C 2.92600 -2.81621 -3.65526
C -5.08883 -2.88587 -2.95753
C 1.13990 5.01911 0.14102
C 2.72717 -4.21465 -1.92428
C 1.01581 3.74007 -0.25106
C -0.28170 0.16694 4.13616
C -5.46517 -1.50664 -2.98376
C -1.84638 1.55469 -1.89944
C -4.50435 -0.80787 -2.25539
C -2.11224 0.39772 -3.80244
C 2.69913 0.62449 -2.60700
C 0.11366 0.03077 5.46628
C -0.93788 -2.09566 -2.90538
C -0.96644 3.30449 2.62942
C 3.37408 -4.91771 -2.94765
C 3.47242 -4.02815 -4.06616
C 0.21810 2.69515 0.45942
C 3.70649 -0.37777 -0.85252
C -0.84318 -2.19175 4.08668
Be -0.35869 -1.45084 0.00257
H -0.04011 1.93896 -0.29852
H -1.20690 -3.06842 3.55468
H 0.87852 -1.77718 -4.00180
H 1.16638 -1.87350 7.81735
H -1.61289 3.53479 -2.86839
H 3.83919 -1.11772 -0.08328
H -1.57345 -2.08827 -3.79271
H 0.50802 0.89538 6.00740
H -5.62015 -3.70654 -3.42467
H -1.85567 2.40264 0.97462
H -6.31048 -1.06208 -3.49102
H -1.83580 2.07582 -5.18124
H 0.37350 -0.30499 8.03840
H 3.72778 -5.93582 -2.89798
H 0.44112 -2.70226 1.74132
H -3.30173 -3.84025 -1.98749
H -1.90932 1.72249 -0.83946
H 1.56653 5.75432 -0.55376
H -1.79772 2.86894 3.19702
H 4.24036 2.16526 -2.91573
H 2.83652 -1.90510 -4.22065
H 1.60954 5.28456 3.46809
H 5.45602 0.96837 -0.80603
H 0.83299 2.14357 1.18778
H 3.87385 -4.24337 -5.04421
H 0.26621 -0.27574 -3.26436
H 1.30969 6.50952 1.61335
H 2.46755 -4.51347 -0.92812
H -0.18141 1.12651 3.62265
H -0.45273 -3.28447 5.90762
H -0.77703 -3.14825 -2.61813
H 1.96952 0.76733 -3.38436
H 1.31362 -3.34982 0.36807
H -0.57261 -1.80551 8.09713
H -2.33585 -0.44453 -4.43401
H 1.51792 3.38728 -1.15361
H -0.29760 5.80030 1.53535
H 1.97360 3.95635 2.38522
H 0.04278 3.85144 4.39298
H 1.81801 -1.78231 1.10242
H -1.45471 4.08687 0.64491
H -4.44751 0.25410 -2.06417
```

molecular weight: 657.8 g/mol
calculated total energy: -2861.0457 Ha

***

[2]
Below is a cluster of 34 separate species, C22H112N4O36 in total, with properties calculated with ωB97M-V/def2-TZVPD.

```
174
Properties=species:S:1:pos:R:3
O -3.61943 -3.40218 -1.02282
O -9.61807 -3.46903 3.25621
O 5.74991 -4.16396 -7.61728
O 0.50453 3.49691 4.49339
O 3.29570 10.04164 8.01853
O -5.83763 -4.15332 1.21039
O 3.86878 8.01775 6.40027
O 3.75802 1.37757 6.16105
O 4.02856 2.48290 3.89942
O 3.18581 3.33562 8.44503
O 8.11138 -6.26767 -8.32115
O -4.12218 -0.12355 -3.20517
O -1.66836 -2.64409 0.14415
O 0.95478 1.30098 -1.21613
O 5.06538 -3.86694 -1.93854
O -4.93298 -0.60562 3.50452
O -1.50519 5.86627 3.51577
O 2.36746 5.81267 4.52749
O -0.01533 -1.50655 -6.99814
O -1.86256 4.48607 -4.15878
O -8.72500 -1.12355 -2.83391
O 6.12660 4.03788 5.53671
O -7.54943 -2.81556 -6.93141
O 2.73268 -2.32671 -4.52114
O -2.71343 -2.29392 4.26975
O -8.14140 -5.92417 2.46745
O 0.92704 -5.01863 3.42389
O 4.71218 -4.95703 -4.60519
O 4.01110 -5.73105 -9.92030
O 4.07238 8.86052 -1.38449
O -1.18601 -3.05944 7.18428
O 5.23612 5.81387 -1.69255
O -6.76380 -0.45543 -4.78900
O -5.94926 -7.04981 1.65406
O -0.44933 8.01236 -1.71938
O -11.86918 -3.66905 1.49591
N 0.51779 -1.73134 0.49586
N 3.14882 0.67286 -0.91599
N 1.26062 0.93918 3.64329
N -2.75764 1.42908 -1.09296
C 2.90046 -2.00036 -0.31707
C -2.49195 -3.75064 -0.34091
C 3.28341 2.59285 -2.82926
C -0.53672 0.04582 -3.73986
C 0.97474 -2.10257 1.88797
C -0.17918 2.05938 -0.89635
C -0.32639 -1.15191 -2.58734
C -0.20455 -2.97920 0.09235
C 1.18147 -1.29457 -2.05586
C 0.07087 3.53781 -0.14618
C -0.73578 -2.54029 -3.43162
C -0.28503 -2.17031 2.99663
C -2.23592 -5.35644 -0.16601
C 4.03242 -1.75233 0.76769
C 4.55211 2.77036 -0.38234
C 1.95585 1.10271 1.20769
C -0.41848 4.79769 -1.13226
C 1.73366 0.53531 -0.29491
C 1.51060 -1.13423 -0.41646
C -1.50519 1.26159 -0.25788
C 0.69426 1.20045 2.22993
C 3.51260 1.86720 -1.33937
H 5.63618 2.44704 -0.76480
H 5.57967 -4.78242 -4.21024
H -1.47398 0.71517 -3.53340
H -3.18130 -6.02324 -0.37853
H 1.84505 5.02186 4.32622
H -0.57245 3.65874 0.83147
H -3.26708 -2.13767 5.04953
H 2.41114 10.40384 7.85923
H -1.58151 4.79762 -1.28023
H 0.01861 5.83049 -0.75856
H -9.92678 -3.22601 2.37041
H 4.80457 -0.94270 0.34849
H 1.86924 -0.63560 -2.73164
H -2.09946 4.10716 -3.29908
H 3.20437 1.53382 6.94083
H -6.29792 -0.31213 -5.62639
H -7.98467 -0.93735 -3.43077
H 4.82952 9.44439 -1.22690
H 1.22472 3.74154 0.04444
H 6.35256 -3.47499 -7.29927
H 4.31447 3.12264 4.56875
H -1.13783 -3.39275 -2.74190
H 4.47011 1.66022 4.15830
H -2.86566 0.69140 -1.82196
H 3.32203 9.34308 -1.00646
H 3.20342 3.75813 -2.58437
H 1.94087 1.72955 3.85567
H 6.40675 4.47888 4.72073
H -1.72933 1.81451 0.77655
H 3.77231 -1.42423 1.84511
H -7.26353 -2.17582 -6.26208
H -8.84476 -2.08265 -2.90169
H 3.48208 7.35173 5.81234
H 4.29149 -4.08495 -4.64095
H 2.54876 -3.13964 -0.21255
H 0.19222 2.26768 2.32072
H 4.05330 3.51023 8.83997
H 5.50865 -4.68625 -1.67202
H 2.82634 0.53486 1.79581
H -5.26049 -3.85948 0.48958
H -0.11683 -3.88987 0.86270
H 0.05777 4.55291 -2.19482
H 1.58765 -3.12958 1.93320
H -8.28161 -5.25963 3.15862
H -1.60508 6.36293 2.68985
H 4.29701 -5.09131 -9.25098
H -0.17650 0.44143 2.04774
H -5.04332 -0.39032 -3.34418
H 8.31402 -6.43891 -9.25314
H -0.93648 -1.77333 -7.13715
H -0.24668 7.84112 -2.65137
H -2.69651 4.85015 -4.49192
H 0.21502 -2.98571 -3.98612
H -1.49472 -2.81641 6.29848
H 2.76512 4.20770 8.40927
H 5.38284 -4.54641 -6.80624
H -1.36867 -5.70369 -0.90896
H 0.42360 0.74082 -3.73224
H 2.31198 -1.45463 -4.55691
H -1.54001 -2.31098 -4.28340
H 6.10361 5.98849 -1.29761
H 0.06670 -1.86504 4.07293
H -1.64541 6.53082 4.20694
H 4.37094 3.92309 -0.48207
H 0.79458 -4.87709 4.37322
H 3.12267 1.15931 5.46284
H -12.53198 -2.96855 1.59076
H 0.42794 -2.32586 -6.73162
H 3.45875 -1.99583 -1.37684
H -5.59858 -1.30579 3.43014
H 6.59665 3.19069 5.51816
H -1.97872 -2.98641 7.73661
H 4.81543 6.68596 -1.72832
H 0.06311 -3.46767 -0.92803
H 0.26763 3.11799 5.35309
H -3.62384 1.48625 -0.47844
H -12.39159 -4.45986 1.29464
H 4.48865 2.36684 0.72793
H -1.27127 0.14913 0.02991
H -3.34878 -2.51217 3.57154
H 1.70466 6.51317 4.62234
H -7.64835 -0.09323 -4.94830
H 2.23360 2.30237 -3.28347
H 2.34291 2.23280 1.15071
H -5.64148 -5.09823 1.29688
H -1.16544 8.66423 -1.75152
H -6.33596 -7.71583 1.06612
H 3.29176 8.00615 7.17868
H -10.41078 -3.39600 3.80855
H 3.60017 -2.15210 -4.12620
H -1.18024 -1.01083 -1.80975
H 4.14423 -4.13372 -2.07755
H 0.45053 1.13112 4.27400
H -3.67891 -0.94286 -2.93865
H -0.32942 3.86099 4.16025
H 1.53759 -5.76995 3.38221
H -6.52628 -7.06141 2.43246
H -0.64511 -3.30124 3.07932
H 1.50359 -2.41808 -2.31704
H -1.18245 -1.45386 2.67005
H -0.55206 -0.44486 -4.82599
H -1.80022 -5.58300 0.92195
H -4.40603 -0.69680 2.69643
H -8.24129 -5.42751 1.64153
H 3.76158 10.18494 7.18114
H -0.63458 2.42751 -1.94592
H 1.70337 -1.34468 2.40582
H 4.45265 -6.55373 -9.66142
H 7.39526 -5.61580 -8.35329
H 4.68903 -2.74531 0.87070
H -7.10788 -3.63825 -6.67253
H 4.18612 2.42285 -3.55778
```

molecular weight: 1009.1 g/mol
calculated total energy: -3832.5106 Ha

***

[3]
Below is a cluster of 2 separate species, C14H16 in total, with properties calculated with ωB97M-V/def2-TZVPD.

```
30
Properties=species:S:1:pos:R:3
C -0.14153 -1.88752 0.35808
C 1.36806 1.64255 1.07216
C 1.01412 2.05833 -0.19153
C 2.42103 0.74266 1.25462
C 1.68126 1.54848 -1.31515
C 1.29223 2.02935 -2.69407
C 2.72585 0.65264 -1.13684
C -2.57204 -1.43646 1.62004
C -3.56003 -0.39271 -0.44413
C 3.04871 0.21940 0.13660
C -0.27984 -2.23239 1.69403
C -1.50938 -1.99822 2.30991
C -2.41662 -1.03852 0.29277
C -1.19591 -1.30301 -0.32400
H 1.44004 1.24628 -3.43916
H -1.02426 -0.94784 -1.33297
H 0.84922 1.93124 1.97238
H 0.45863 -2.76563 2.27117
H 2.81886 0.52767 2.23099
H -3.46509 0.70034 -0.38362
H -3.52887 -1.36608 2.11508
H 0.24691 2.81867 -0.34353
H 0.80634 -2.04873 -0.14052
H -1.61907 -2.27297 3.35601
H 0.23024 2.25802 -2.76518
H 1.86112 2.91201 -2.99439
H -4.49530 -0.67940 0.01856
H -3.52219 -0.61410 -1.50454
H 3.78612 -0.57222 0.29141
H 3.28142 0.26819 -1.98418
```

SMILES string: Cc1ccccc1.Cc1ccccc1
molecular weight: 184.3 g/mol
calculated total energy: -543.0652 Ha

***

[4]
Below is a cluster of 2 separate species, C6H15INO2 in total, with properties calculated with ωB97M-V/def2-TZVPD.

```
25
Properties=species:S:1:pos:R:3
I 10.65605 -24.82281 -6.92017
O 6.25441 -26.77997 -10.70443
O 10.32606 -26.96263 -12.55677
N 8.99655 -25.81827 -10.12615
C 5.27704 -26.77742 -11.74497
C 11.35838 -27.41976 -13.49859
C 9.26868 -25.10543 -11.34420
C 7.76358 -25.49565 -9.37057
C 6.44049 -25.49228 -10.17870
C 10.56252 -25.65365 -12.01875
H 4.27289 -26.77786 -11.32096
H 9.34090 -24.03450 -11.15445
H 5.61625 -25.14770 -9.55421
H 5.27432 -25.91668 -12.41371
H 11.44647 -26.67044 -14.28528
H 6.50157 -24.70903 -10.93428
H 9.77098 -25.82136 -9.47780
H 8.43525 -25.25519 -12.03054
H 11.21703 -28.37712 -14.00019
H 5.25535 -27.64819 -12.40026
H 11.38413 -25.83302 -11.32529
H 12.27875 -27.53292 -12.92571
H 10.73894 -24.97898 -12.85648
H 7.70182 -26.08693 -8.45697
H 7.86436 -24.47663 -8.99703
```

charge: -1
molecular weight: 260.1 g/mol
calculated total energy: -740.5548 Ha